[1]
ORCA calculation (ωB97M-V/def2-TZVPD) on a 3-piece molecular cluster, C15H33O11S2 overall.

For the HOMO-LUMO gap, the calculation gives 8.609 eV. Its net charge is +1. Its LUMO energy is -3.77 eV. Its spin multiplicity is 1. For the total energy, the calculation gives -60274.8390 eV.

```
61
Properties=species:S:1:pos:R:3:forces:R:3
C -4.1978 0.7085 0.6358 0.040 -0.046 -0.022
C -4.5665 -0.1199 -0.5873 -0.102 -0.194 0.210
O -3.9274 0.3833 -1.7833 0.045 0.055 -0.123
C -2.7468 -0.1977 -2.1120 0.074 0.131 0.217
S -3.0611 -1.6326 -3.2427 -0.103 -0.021 -0.051
O -3.0780 -0.9552 -4.6868 0.074 -0.149 -0.078
C -1.5437 -2.5717 -3.1508 0.130 -0.161 0.011
C -1.5390 -3.3779 -1.8282 0.074 0.144 -0.152
C -0.1379 -3.6103 -1.2608 0.027 -0.144 0.145
C 0.5908 -2.4367 -0.5990 -0.053 -0.153 -0.005
S 1.6191 -1.4548 -1.6910 0.365 -0.053 0.080
O 1.7774 -2.1595 -2.9256 -0.253 0.055 -0.066
O 2.7561 -0.9974 -0.9758 -0.029 0.036 0.027
O 0.7262 -0.1471 -1.9849 -0.156 0.024 -0.105
H -3.4197 0.2386 1.2379 0.047 0.056 -0.050
H -5.0697 0.8451 1.2736 0.028 -0.019 0.012
H -3.8537 1.6932 0.3211 -0.072 0.019 0.026
H -4.2893 -1.1729 -0.4523 -0.056 0.020 -0.049
H -5.6343 -0.0955 -0.7906 0.045 0.125 -0.083
H -2.1263 0.5057 -2.6762 0.011 -0.093 -0.072
H -2.1986 -0.6156 -1.2550 -0.031 -0.002 -0.028
H -2.1927 -0.7284 -5.0230 -0.050 0.108 0.055
H -0.6672 -1.9313 -3.2913 -0.109 0.088 0.062
H -1.5902 -3.2469 -4.0073 0.042 0.027 -0.008
H -2.1765 -2.9123 -1.0665 0.067 0.035 -0.017
H -1.9874 -4.3474 -2.0429 -0.049 0.021 0.087
H 0.5083 -4.0353 -2.0300 -0.008 0.003 0.004
H -0.2348 -4.3740 -0.4872 -0.046 -0.011 -0.038
H 1.3266 -2.8385 0.0993 0.004 0.064 0.001
H -0.0500 -1.7752 -0.0093 0.026 -0.006 -0.002
H -0.1888 -0.2871 -1.7199 0.055 0.077 0.121
C 3.0096 -0.9836 3.5304 -0.096 0.079 0.021
C 2.4913 -2.4004 3.6176 0.163 -0.074 -0.183
O 1.6899 -2.6058 4.7923 -0.111 0.051 -0.001
C 0.4243 -2.2101 4.6898 0.070 0.074 0.038
O -0.1109 -1.7851 3.6910 -0.035 -0.046 -0.030
O -0.1565 -2.3592 5.8734 0.001 -0.034 -0.011
C -1.5225 -1.9382 5.9411 -0.043 -0.014 0.031
H 3.5895 -0.7236 4.4153 0.025 -0.056 -0.006
H 3.6498 -0.8829 2.6534 0.011 0.013 0.001
H 2.1876 -0.2738 3.4379 0.000 -0.013 -0.030
H 3.3100 -3.1118 3.7027 -0.037 -0.022 0.106
H 1.8947 -2.6638 2.7439 0.011 0.035 -0.015
H -2.1131 -2.4243 5.1673 0.005 0.006 -0.010
H -1.5899 -0.8571 5.8318 0.003 -0.003 -0.033
H -1.8713 -2.2365 6.9242 0.019 0.003 0.005
C 3.2103 2.6735 -2.1315 -0.156 -0.016 0.036
C 3.8699 4.0334 -2.1070 0.142 -0.066 -0.014
O 2.9034 5.0989 -2.1699 -0.017 0.026 0.006
C 2.2715 5.3680 -1.0301 -0.063 -0.050 -0.038
O 2.4274 4.8034 0.0227 0.015 0.007 0.014
O 1.4189 6.3677 -1.2538 0.020 0.012 -0.008
C 0.6632 6.7729 -0.1082 -0.024 0.055 0.015
H 2.5575 2.5814 -3.0013 0.055 -0.006 -0.037
H 3.9670 1.8901 -2.1789 0.012 0.005 -0.010
H 2.6145 2.5174 -1.2330 0.037 -0.003 0.017
H 4.4917 4.1846 -2.9867 -0.028 0.033 -0.010
H 4.4869 4.1607 -1.2184 -0.048 0.008 0.030
H 1.3219 7.0033 0.7260 0.005 -0.018 0.003
H -0.0326 5.9879 0.1850 0.027 -0.015 0.020
H 0.1188 7.6602 -0.4152 0.004 -0.008 -0.020
```
Forces are in eV/Å.


[2]
ORCA calculation (ωB97M-V/def2-TZVPD) on a 5-piece molecular cluster, C15H34BF4N3O10 overall at a distorted geometry.

For the HOMO-LUMO gap, the calculation gives 5.343 eV. Its net charge is -2. Its LUMO energy is 3.91 eV. Its spin multiplicity is 1. For the total energy, the calculation gives -52594.4481 eV.

```
67
Properties=species:S:1:pos:R:3:forces:R:3
N -2.8769 3.3588 0.7832 1.739 -2.449 -0.101
O -4.0681 3.1272 0.4732 -0.822 0.746 0.252
O -2.4822 3.5622 1.9350 -1.381 1.358 1.856
O -1.9758 3.1437 -0.0236 0.127 0.695 -2.163
B -0.3148 -0.0644 0.0088 1.638 2.579 1.445
F 0.4003 1.0875 -0.4671 0.135 -0.704 -1.135
F -1.4815 0.3364 0.4756 -4.742 1.145 -0.413
F -0.3935 -1.1152 -0.8191 -0.046 -1.740 -2.420
F 0.2717 -0.4132 1.1780 3.010 -1.857 2.309
C -0.3697 -7.1488 -4.8650 2.141 -0.515 -0.578
O 0.6924 -6.2575 -4.4477 -0.782 0.464 -1.049
C 0.4403 -5.9450 -3.0870 -1.436 -0.763 0.482
C 1.0624 -4.8281 -2.3094 1.565 0.792 -0.767
N 0.8099 -3.4808 -2.7926 1.706 -0.471 -0.203
C 1.2135 -3.0911 -4.2038 -2.071 -0.790 2.647
C 0.8192 -1.6215 -4.3787 1.771 1.039 -0.300
O 1.9580 -0.7247 -3.9925 -2.057 1.367 -0.498
C 1.5673 0.7042 -3.5077 1.421 -1.593 0.244
H -0.2262 -8.0875 -4.3300 -0.861 0.061 1.011
H -0.1104 -7.5680 -5.8372 0.013 0.864 -0.598
H -1.3733 -6.7245 -4.8923 0.119 0.022 0.419
H 0.6409 -6.9125 -2.6269 -0.406 -0.011 1.007
H -0.5959 -5.6173 -3.0027 -0.699 -0.795 -0.101
H 2.1178 -5.0638 -2.1728 0.559 0.548 -0.251
H 0.6929 -4.8814 -1.2853 -0.412 -0.185 -0.064
H -0.1124 -3.1785 -2.5131 0.112 0.396 -0.297
H 0.6663 -3.8085 -4.8153 -0.511 0.643 -0.878
H 2.2309 -3.3566 -4.4911 0.430 0.632 0.759
H -0.0442 -1.2045 -3.8601 -0.173 -0.880 0.423
H 0.5656 -1.6190 -5.4388 0.290 1.029 -0.490
H 1.2123 1.4859 -4.1793 -0.696 -0.897 -0.962
H 2.5268 1.1491 -3.2442 0.262 -0.521 0.277
H 0.9787 0.6907 -2.5904 -0.197 -0.401 -0.108
C 1.3528 -0.7004 4.6000 -0.142 -1.084 0.217
O 1.4210 0.6651 4.5020 1.454 2.717 0.456
C 1.8485 1.3818 5.7179 -0.487 -2.116 -0.195
C 2.5472 2.7545 5.5987 -1.099 0.276 -0.175
N 2.5943 3.1906 4.2423 -0.399 1.783 -0.823
C 2.9496 4.6710 4.1144 -0.309 -1.521 -1.572
C 1.7347 5.6880 3.9982 -1.430 -2.356 0.178
O 0.7487 5.3258 2.9334 3.137 -1.280 1.477
C -0.0873 6.3459 2.5899 0.251 1.835 -0.281
H 2.2369 -1.2103 4.9828 0.746 0.287 0.255
H 1.2105 -1.1206 3.6044 -0.429 0.294 -0.049
H 0.5627 -1.0137 5.2823 -0.519 -0.147 -0.018
H 2.4990 0.6890 6.2519 0.363 -0.095 0.147
H 0.9498 1.4189 6.3336 -0.127 0.506 0.132
H 3.5877 2.8144 5.9181 0.158 -0.686 1.104
H 1.9770 3.4808 6.1778 -0.050 -0.031 0.197
H 3.3569 2.6124 3.9194 -0.069 0.442 -1.278
H 3.5443 4.6937 3.2012 -0.194 0.288 -0.275
H 3.6946 4.8493 4.8899 -0.304 0.987 0.569
H 1.9628 6.7532 4.0383 0.637 -0.009 -0.683
H 1.1615 5.5359 4.9128 -0.178 0.007 0.383
H 0.3616 6.9777 1.8235 0.179 0.012 -0.777
H -0.0893 7.0653 3.4087 -1.163 0.102 0.512
H -1.0484 6.0007 2.2090 -0.007 -0.242 0.499
C -4.2401 0.4355 -2.1246 1.197 1.011 0.091
C -3.8444 -0.8333 -1.3739 0.158 1.082 -0.229
O -5.0142 -1.6147 -1.5047 -1.825 -0.256 -1.559
C -5.8177 -1.1185 -2.5221 -3.101 -1.713 -0.863
O -6.8018 -1.8016 -3.0025 4.703 3.587 2.078
O -5.4590 0.2036 -2.8649 -0.343 -3.932 0.839
H -3.3999 0.5330 -2.8121 -0.406 1.049 -0.249
H -4.4200 1.3033 -1.4899 0.410 0.021 -0.037
H -3.5272 -0.6211 -0.3528 -0.407 -0.217 0.084
H -2.9951 -1.2886 -1.8832 -0.148 -0.411 0.089
```
Forces are in eV/Å.


[3]
ORCA calculation (ωB97M-V/def2-TZVPD) on a 2-piece molecular cluster, C15H34NO3 overall at a distorted geometry.

For the HOMO-LUMO gap, the calculation gives 1.851 eV. Its net charge is -1. Its LUMO energy is 1.14 eV. Its spin multiplicity is 1. The value obtained for the relative energy (zero: lowest compared OMol25 entry of this formula, charge and spin) is 0.0 kcal per mole. For the total energy, the calculation gives -23731.8677 eV.

```
53
Properties=species:S:1:pos:R:3:forces:R:3
C 7.4098 -1.1505 -0.0229 -0.049 0.045 0.727
O 6.6524 0.0372 0.1542 0.229 -0.159 -0.514
C 5.6151 0.1138 -0.8040 -0.853 0.867 -0.398
C 4.8835 1.4865 -0.6758 -0.453 -0.986 0.219
C 3.3267 1.3530 -0.8567 1.285 1.313 0.108
C 2.6908 2.7025 -0.3843 -1.313 -1.473 -0.390
C 1.1332 2.6136 -0.6308 1.334 0.104 1.300
C 0.4636 1.6521 0.4177 -1.407 1.274 -1.890
C -1.0047 1.3906 -0.1065 1.375 -0.992 1.126
C -1.7636 0.5137 0.9461 -1.282 0.796 -0.611
C -3.2975 0.9238 0.9709 0.315 -0.798 0.821
C -4.2427 -0.2912 0.7532 -0.541 0.717 -0.505
C -3.9981 -1.0638 -0.5745 0.776 -0.062 0.940
C -3.7200 -0.1802 -1.8093 0.164 -2.145 -0.270
N -4.6747 0.9707 -1.9779 0.144 0.735 -0.561
H 8.2407 -1.1329 0.7080 -0.398 0.078 -0.407
H 7.8271 -1.2094 -1.0458 -0.257 -0.164 0.343
H 6.7610 -2.0124 0.2343 0.424 0.110 -0.464
H 6.0058 0.0209 -1.8406 0.032 -0.167 0.461
H 4.8588 -0.6882 -0.6559 0.510 0.153 0.049
H 5.0605 1.8381 0.3613 0.011 -0.045 -0.576
H 5.2872 2.2220 -1.3928 -0.083 -0.226 0.400
H 2.9904 0.4918 -0.2554 -0.074 0.434 -0.305
H 3.0558 1.2071 -1.9220 0.175 -0.183 0.513
H 3.1157 3.5534 -0.9481 0.005 -0.368 0.421
H 2.8560 2.7833 0.7088 0.103 0.352 -0.576
H 0.9709 2.2677 -1.6685 -0.138 0.205 0.439
H 0.7353 3.6390 -0.4881 -0.164 -0.582 -0.294
H 0.9957 0.6939 0.5045 -0.211 0.416 0.243
H 0.3409 2.1986 1.3689 0.495 -0.494 -0.160
H -0.8699 0.8753 -1.0803 -0.340 0.144 0.452
H -1.5145 2.3532 -0.2984 0.225 -0.321 0.201
H -1.3922 0.6918 1.9744 0.152 -0.086 -0.693
H -1.6701 -0.5739 0.7416 0.188 0.486 0.113
H -3.5224 1.7655 0.2752 0.214 -0.555 0.192
H -3.5238 1.3303 1.9816 0.026 -0.159 -0.591
H -4.1873 -0.9953 1.6070 0.103 0.303 -0.526
H -5.2901 0.1099 0.7422 0.448 -0.288 0.143
H -3.0745 -1.6786 -0.4116 -0.588 0.136 -0.252
H -4.8236 -1.7857 -0.7137 0.345 0.439 -0.237
H -2.6686 0.1471 -1.8564 -0.753 0.349 0.304
H -3.8503 -0.8289 -2.7008 0.026 0.491 0.415
H -5.2357 0.9068 -2.8463 0.132 -0.174 0.222
H -4.1302 1.8451 -2.0729 -0.298 -0.046 0.210
H -5.3452 1.0848 -1.2051 0.249 -0.130 0.153
O -1.3311 -3.2546 0.7186 0.033 0.794 -0.068
C -1.7190 -3.3716 1.9951 0.254 0.121 -0.615
C -2.6519 -4.6786 2.2042 -0.358 -0.118 0.833
O -3.0871 -4.7561 3.4614 -0.117 -0.242 -0.329
H -2.3147 -2.5256 2.4147 -0.414 0.062 -0.196
H -0.9111 -3.4774 2.7501 0.192 -0.362 -0.139
H -2.0297 -5.5255 1.8392 0.369 0.003 0.221
H -3.4325 -4.6025 1.4123 -0.244 0.399 -0.002
```
Forces are in eV/Å.